w | Molecular formula: C6H9N2
Method: DFT, wB97M-V/def2-TZVPD

Geometry (Å):
C  -4.02  -0.79  -0.14
C  -3.08  -0.04  0.05
C  2.70  -0.34  -0.17
C  0.51  0.93  -0.28
C  -1.92  0.71  -0.08
C  1.54  0.17  0.55
N  1.57  -1.15  0.02
N  -0.75  0.29  0.05
H  -4.92  -1.28  -0.01
H  2.90  0.06  -1.19
H  3.62  -0.51  0.52
H  0.29  1.96  -0.42
H  0.81  0.52  -1.19
H  -2.08  1.77  -0.32
H  1.67  0.32  1.64
H  -0.60  -0.68  0.39
H  1.76  -1.93  0.59

Values from the calculation:
Kohn-Sham gap = 8.77 eV
SMILES = C#C/C=[NH+]/C[C@@H]1CN1
LUMO level = -5.2147 eV
net charge = +1

---

x | Molecular formula: C6H9N2
Method: DFT, wB97M-V/def2-TZVPD

Geometry (Å):
C  -1.52  -0.04  0.20
C  1.28  -1.82  -0.28
C  0.83  1.46  0.65
C  2.04  0.59  0.15
C  -0.01  0.21  0.24
C  -2.68  0.01  -0.69
N  -1.18  -0.38  1.37
N  1.11  -0.55  -0.13
H  0.44  -2.57  -0.03
H  2.17  -2.15  -0.64
H  0.72  1.57  1.63
H  0.43  2.40  0.05
H  2.54  0.90  -0.65
H  2.77  0.16  0.84
H  -2.70  0.83  -1.42
H  -3.50  0.30  -0.19
H  -2.72  -0.93  -1.09

Values from the calculation:
Kohn-Sham gap = 8.76 eV
SMILES = C=[N+]1CC[C@]12N=C2C
LUMO level = -5.1793 eV
net charge = +1

---

Least stable structure: x

---

w | Molecular formula: C7H9N5
Method: DFT, wB97M-V/def2-TZVPD

Geometry (Å):
C  1.93  0.98  0.18
C  2.73  -1.71  -0.74
C  -3.84  -1.21  0.18
C  -2.78  -0.42  0.16
C  -2.83  0.98  -0.19
C  -2.86  2.15  -0.48
C  -1.46  -0.95  0.52
H  3.17  1.32  1.71
H  2.38  -0.23  1.74
H  1.27  2.39  -0.89
H  0.39  0.34  -0.97
H  3.51  -1.23  -0.11
H  2.94  -2.68  -1.21
H  -4.83  -0.82  -0.09
H  -3.75  -2.25  0.46
H  -2.90  3.19  -0.74
N  2.78  0.51  1.17
N  1.84  2.23  -0.06
N  1.17  -0.02  -0.46
N  1.58  -1.22  -0.98
N  -0.44  -1.37  0.80

Values from the calculation:
Kohn-Sham gap = 8.41 eV
SMILES = [H]/N=C(/N)NN=C.C#CC(=C)C#N
LUMO level = -0.1404 eV

---

x | Molecular formula: C7H9N5
Method: DFT, wB97M-V/def2-TZVPD

Geometry (Å):
C  0.02  2.67  -2.05
C  -1.15  2.47  -1.19
C  0.71  -0.80  3.29
C  0.49  1.42  -2.19
C  0.57  -0.11  2.03
C  1.37  -2.04  1.56
C  -1.00  -1.63  -0.85
N  1.25  -2.00  2.88
N  -1.18  1.22  -0.82
N  1.01  -0.91  1.04
N  -0.20  0.51  -1.41
N  0.07  -0.75  -1.29
H  0.16  3.67  -2.49
H  -1.77  3.27  -0.80
H  0.38  -0.60  4.29
H  1.28  1.16  -2.72
H  0.02  0.88  1.92
H  1.68  -2.98  1.06
H  -0.93  -2.45  -1.44
H  -0.77  -1.96  0.10
H  -2.02  -1.07  -0.93

Values from the calculation:
Kohn-Sham gap (spin up / spin down) = 9.49 / 4.93 eV
LUMO level (spin up / spin down) = -0.0390 / -2.6517 eV

---

Least stable structure: x

---

w | Molecular formula: C16H40NO23S6
Method: DFT, wB97M-V/def2-TZVPD

Geometry (Å):
N  -0.13  -0.73  -0.40
O  0.83  -1.49  -0.30
O  -1.18  -1.11  -0.98
O  -0.12  0.40  0.14
C  -3.45  1.63  -0.23
C  -4.10  1.78  -1.60
O  -5.50  1.69  -1.44
S  -5.84  0.79  -0.15
O  -5.97  -0.57  -0.52
O  -6.90  1.39  0.59
O  -4.45  1.01  0.60
H  -3.15  2.56  0.25
H  -2.51  1.06  -0.28
H  -3.70  1.01  -2.26
H  -3.83  2.72  -2.08
C  0.46  3.36  3.88
C  -0.28  2.26  3.11
O  -0.47  1.22  4.07
S  0.80  1.12  5.01
O  1.88  0.44  4.38
O  0.34  0.70  6.29
O  1.12  2.69  5.00
H  -0.22  4.06  4.36
H  1.27  3.89  3.39
H  0.33  1.84  2.30
H  -1.22  2.64  2.72
O  2.95  -0.46  -4.84
S  1.60  -0.81  -4.58
O  1.24  -1.70  -3.52
O  0.78  0.56  -4.48
C  -0.58  0.42  -4.01
C  -1.25  1.78  -4.16
C  0.96  -1.48  -6.11
H  -0.54  0.20  -2.94
H  -1.12  -0.35  -4.56
H  -0.80  2.39  -3.38
H  -2.33  1.71  -4.04
H  -1.06  2.25  -5.13
H  -0.04  -1.86  -5.98
H  1.65  -2.24  -6.46
H  0.99  -0.64  -6.80
O  5.11  -2.57  -2.37
S  4.45  -3.22  -1.29
O  3.20  -3.88  -1.45
O  5.50  -4.30  -0.70
C  5.11  -5.02  0.49
C  6.10  -6.15  0.67
C  4.35  -2.07  0.06
H  4.10  -5.40  0.36
H  5.21  -4.33  1.33
H  6.03  -6.80  -0.20
H  5.84  -6.70  1.58
H  7.12  -5.79  0.80
H  5.27  -1.51  0.23
H  3.98  -2.59  0.94
H  3.62  -1.35  -0.32
O  1.32  5.84  1.22
S  2.31  4.93  0.71
O  2.92  3.96  1.56
O  1.71  4.12  -0.53
C  0.54  4.70  -1.15
C  -0.73  4.21  -0.51
C  3.59  5.83  -0.14
H  0.54  4.37  -2.19
H  0.60  5.79  -1.22
H  -0.83  3.12  -0.52
H  -1.58  4.62  -1.05
H  -0.84  4.58  0.51
H  4.23  6.33  0.58
H  3.06  6.60  -0.70
H  4.08  5.11  -0.79
O  -2.23  -4.51  0.42
S  -3.33  -4.13  1.23
O  -4.32  -5.09  1.64
O  -2.72  -3.48  2.58
C  -3.44  -3.68  3.81
C  -3.03  -2.58  4.77
C  -4.09  -2.66  0.59
H  -3.18  -4.65  4.22
H  -4.51  -3.62  3.61
H  -3.41  -2.80  5.77
H  -3.41  -1.64  4.40
H  -1.95  -2.51  4.93
H  -5.08  -2.53  1.03
H  -4.30  -2.83  -0.47
H  -3.40  -1.84  0.72

Values from the calculation:
Kohn-Sham gap = 7.13 eV
LUMO level = 1.7268 eV
net charge = -1

---

x | Molecular formula: C16H40NO23S6
Method: DFT, wB97M-V/def2-TZVPD

Geometry (Å):
N  1.10  0.60  -1.27
O  0.51  -0.48  -1.27
O  1.82  0.88  -0.30
O  0.95  1.38  -2.22
C  -0.15  -1.23  1.84
C  -1.49  -1.82  1.38
O  -2.43  -1.75  2.45
S  -1.56  -1.61  3.83
O  -1.06  -2.90  4.26
O  -2.28  -0.84  4.82
O  -0.38  -0.71  3.13
H  0.35  -0.52  1.19
H  0.52  -2.09  1.92
H  -1.36  -2.85  1.04
H  -1.94  -1.26  0.56
C  -1.85  0.09  -3.52
C  -2.94  -0.07  -4.62
O  -3.76  -1.11  -4.17
S  -3.98  -1.01  -2.55
O  -4.12  -2.29  -1.98
O  -4.96  0.06  -2.31
O  -2.44  -0.44  -2.34
H  -1.47  1.11  -3.41
H  -1.05  -0.62  -3.75
H  -2.47  -0.30  -5.57
H  -3.55  0.84  -4.63
O  -0.44  -5.40  -1.43
S  0.33  -4.17  -1.49
O  0.62  -3.34  -0.31
O  1.75  -4.54  -2.24
C  1.74  -4.90  -3.58
C  2.83  -5.98  -3.71
C  -0.61  -3.12  -2.72
H  1.98  -4.11  -4.29
H  0.78  -5.29  -3.93
H  2.84  -6.42  -4.71
H  2.82  -6.76  -2.95
H  3.80  -5.49  -3.74
H  -1.51  -2.84  -2.18
H  -0.87  -3.70  -3.61
H  0.00  -2.24  -2.92
O  4.53  -0.18  -0.73
S  4.92  -1.46  -0.22
O  6.24  -2.01  -0.43
O  4.69  -1.57  1.37
C  3.48  -1.03  1.87
C  3.29  -1.64  3.26
C  3.77  -2.77  -0.74
H  2.60  -1.16  1.23
H  3.59  0.05  1.85
H  2.84  -2.63  3.20
H  2.73  -0.93  3.86
H  4.26  -1.88  3.69
H  3.46  -3.48  0.02
H  4.26  -3.17  -1.62
H  2.85  -2.27  -1.05
O  0.19  3.92  0.63
S  1.28  3.56  1.50
O  2.67  3.42  1.05
O  1.37  4.78  2.59
C  2.58  4.88  3.32
C  2.30  5.58  4.66
C  0.81  2.14  2.50
H  3.28  5.53  2.78
H  3.15  3.96  3.46
H  1.52  4.98  5.14
H  1.72  6.47  4.44
H  3.13  5.61  5.37
H  1.70  1.78  3.02
H  0.39  1.44  1.79
H  0.18  2.42  3.34
O  -2.70  2.84  1.63
S  -3.13  2.29  0.35
O  -3.45  0.88  0.35
O  -4.40  3.19  -0.18
C  -4.64  4.47  0.40
C  -6.15  4.67  0.37
C  -1.98  2.62  -1.07
H  -4.11  5.17  -0.24
H  -4.24  4.66  1.39
H  -6.64  4.39  -0.56
H  -6.45  5.67  0.65
H  -6.61  4.11  1.19
H  -1.65  3.65  -1.21
H  -2.58  2.36  -1.94
H  -1.14  1.93  -0.97

Values from the calculation:
Kohn-Sham gap = 7.99 eV
LUMO level = 2.0524 eV
net charge = -1

---

Least stable structure: x